1.
This record from OMol25 describes one molecule with the formula C3H7NOS. The level of theory is ωB97M-V/def2-TZVPD.

Geometry as XYZ:
```
13
Properties=species:S:1:pos:R:3:forces:R:3
N -0.7725 -0.7821 1.2100 0.14 0.28 -0.30
C -0.2336 0.3569 0.4308 -0.82 -1.12 0.01
C 0.9038 0.9876 1.2178 -0.60 0.19 0.23
O 1.6511 1.7974 0.7536 0.42 0.22 -0.14
C 0.2769 -0.0450 -0.9569 0.69 0.43 0.52
S -0.8946 -1.0565 -1.8848 -0.13 0.16 0.04
H -0.5371 -1.6568 0.7591 0.09 -0.12 0.11
H -1.7813 -0.7422 1.2349 -0.03 -0.03 0.06
H -1.0714 1.0574 0.3063 0.43 0.25 0.09
H 0.9537 0.6576 2.2779 0.08 -0.01 -0.16
H 1.2245 -0.5687 -0.8289 -0.04 -0.29 -0.01
H 0.5448 0.8697 -1.4720 -0.19 0.12 -0.30
H -0.2644 -0.8752 -3.0479 -0.04 -0.09 -0.14
```
Positions in Å, forces in eV/Å.

Results
- charge = 0
- orbital gap (eV) = 10.184
- structure (SMILES) = N[C@@H](C=O)CS
- ΔE to the lowest compared entry with this formula, charge and spin (eV) = 1.2180

Charge distribution, natural (NBO) scheme, values in e: N -0.84; C -0.18; C 0.44; O -0.51; C -0.53; S -0.04; H 0.36; H 0.37; H 0.22; H 0.12; H 0.21; H 0.24; H 0.13

=====

2.
This record from OMol25 describes C24H42As4F24HfN6 as an isolated structure. The level of theory is ωB97M-V/def2-TZVPD.

Geometry as XYZ:
```
101
Properties=species:S:1:pos:R:3:forces:R:3
Hf -22.4625 4.4234 8.8932 0.22 -0.94 0.36
As -22.2432 3.7681 12.9765 -0.90 -0.04 1.06
F -21.1982 2.3943 12.6416 -0.28 0.99 0.29
F -22.4126 3.9628 11.1599 -0.12 0.59 -0.45
F -23.4448 5.1671 13.1314 2.11 -1.82 -0.05
F -22.0874 3.5039 14.7400 -0.15 0.78 -2.27
F -20.8284 4.8598 12.8015 -1.62 -0.85 0.72
F -23.6138 2.6588 12.8333 0.87 1.11 0.38
As -20.0541 1.8631 6.7362 1.99 -3.07 0.37
F -21.3730 1.6297 5.5730 1.77 0.68 0.81
F -19.4115 3.3432 5.9416 -0.80 -1.77 0.76
F -18.8710 2.0487 8.1164 -1.43 0.22 -1.75
F -20.7896 0.5072 7.6693 0.88 1.64 -1.02
F -18.8171 0.6918 5.9518 -2.39 2.35 0.93
F -21.1682 2.9971 7.6661 -0.58 0.85 0.66
As -25.6506 2.1988 7.8039 -2.04 -2.02 -1.66
F -25.0677 0.8053 8.8349 -0.84 2.06 -1.27
F -27.1793 1.4078 7.3392 1.78 0.63 0.58
F -26.0559 3.6264 6.7982 0.62 -1.37 1.06
F -24.1518 3.1255 8.2908 1.37 0.68 0.21
F -24.7782 1.4712 6.4291 -0.69 1.02 1.58
F -26.4386 2.9342 9.1697 0.55 -0.40 -0.44
As -24.2667 7.7124 7.2471 -2.78 0.90 -1.20
F -23.0499 8.6581 8.1358 -0.65 -1.09 -1.25
F -23.6014 6.2281 8.0112 1.05 -1.01 0.45
F -25.5386 6.6847 6.4759 1.57 1.07 1.01
F -24.9443 9.1647 6.5163 0.67 -1.18 0.89
F -23.3072 7.4169 5.7517 -0.22 0.40 1.98
F -25.3091 7.7707 8.7160 1.03 0.26 -1.41
C -22.8085 -1.9104 9.8148 0.68 -0.83 -0.20
C -23.6473 -1.2791 10.8671 -0.86 0.73 0.35
C -23.0704 -0.0137 11.5321 0.06 -0.25 -0.37
C -22.6923 1.0565 10.5711 0.11 0.24 0.02
N -22.4072 1.8998 9.8378 -0.30 -0.13 0.38
H -22.6762 -1.3336 8.8994 0.13 0.29 0.22
H -23.2628 -2.8522 9.5069 -0.06 -0.05 0.00
H -21.8542 -2.1741 10.2707 0.36 0.06 -0.39
H -23.7637 -1.9565 11.7132 -0.23 -0.23 -0.11
H -24.6279 -1.0819 10.4338 -0.13 0.20 0.30
H -22.2271 -0.3292 12.1465 0.57 0.31 -0.43
H -23.7456 0.3604 12.3017 -0.25 0.42 -0.47
C -19.9611 9.3802 7.4666 -0.18 -0.33 -0.80
C -19.9865 8.6958 6.0603 -1.09 1.50 0.47
C -19.3699 7.3204 6.0912 -0.85 -0.26 0.20
C -20.2212 6.4682 7.0276 0.28 -0.70 0.99
N -20.8546 5.8737 7.8034 0.55 0.73 -1.69
H -20.4504 10.3538 7.4390 0.33 0.12 -0.17
H -18.9193 9.4527 7.7788 0.00 0.30 0.13
H -20.5106 8.8474 8.2427 0.00 -0.41 -0.19
H -19.4954 9.3469 5.3371 0.68 -0.18 0.14
H -20.9834 8.6881 5.6196 -0.35 -0.36 0.48
H -18.3314 7.4864 6.3776 -0.06 -0.85 0.66
H -19.3466 6.8818 5.0936 -0.22 -0.34 0.15
C -17.5812 5.6434 12.5806 -0.26 0.47 0.12
C -17.7560 4.1268 12.7040 -0.07 1.39 -0.22
C -18.0113 3.4492 11.3544 0.65 -0.56 0.62
C -19.1686 3.8622 10.5728 0.43 -0.34 0.52
N -20.0657 4.1696 9.9424 -1.47 0.24 -0.74
H -18.5200 6.1161 12.2922 -0.25 -0.14 -0.10
H -16.8553 6.0021 11.8508 0.27 -0.39 -0.05
H -17.3340 6.1079 13.5352 0.15 -0.17 0.09
H -18.5805 3.9843 13.4026 0.04 -0.41 -0.12
H -16.8519 3.6739 13.1110 -0.08 -0.06 0.04
H -18.0454 2.3930 11.6214 -0.57 -0.22 -0.62
H -17.1223 3.5454 10.7310 -0.06 0.17 -0.21
C -28.2126 5.9856 9.0473 0.99 0.09 0.86
C -27.9988 5.4605 10.5206 -0.54 0.92 0.15
C -26.7474 5.9844 11.3110 1.31 -0.49 -1.53
C -25.5380 5.4069 10.6603 2.92 -1.45 -1.76
N -24.6121 4.9489 10.0910 -2.08 1.71 1.64
H -27.3494 5.7699 8.4176 -0.13 -0.73 -0.12
H -28.2343 7.0685 8.9254 -0.34 0.21 0.69
H -29.1408 5.5914 8.6334 0.25 -0.21 0.01
H -28.0263 4.3712 10.5457 0.33 0.03 -0.16
H -28.8499 5.7565 11.1338 -0.16 0.14 -0.06
H -26.6247 5.7932 12.3771 -0.61 -0.55 0.00
H -26.5445 7.0528 11.2368 -0.51 0.27 -0.33
C -23.1759 9.9246 11.0426 -0.49 0.43 -0.07
C -21.7740 9.7737 11.5300 0.97 0.21 1.00
C -21.4611 8.4130 12.2100 0.19 -0.15 -0.90
C -21.6711 7.2884 11.2543 -0.14 -1.27 -1.08
N -21.8616 6.4340 10.4876 -0.03 1.29 0.67
H -23.4017 10.9266 10.6779 0.35 0.06 -0.21
H -23.8070 9.8506 11.9282 -0.40 -0.53 -0.19
H -23.4231 9.2296 10.2401 -0.23 -0.09 0.34
H -21.5640 10.5248 12.2914 -0.24 0.03 0.36
H -20.9648 10.0116 10.8395 -0.26 -0.41 -0.64
H -22.0158 8.1706 13.1164 -0.35 0.21 -0.13
H -20.4168 8.4762 12.5161 0.12 -0.52 -0.13
C -21.2422 4.4565 3.2348 -1.13 0.63 0.51
C -22.5511 5.3095 2.9602 1.34 -0.42 1.12
C -23.7475 4.7793 3.8324 0.63 -0.34 -0.87
C -23.3094 4.5020 5.2111 0.36 -0.02 1.41
N -22.9046 4.3690 6.2898 -0.67 0.39 -0.96
H -20.9983 4.6292 4.2830 -0.11 -0.40 0.23
H -20.3223 4.7958 2.7586 -0.40 -0.06 -0.72
H -21.4366 3.3931 3.0954 0.32 0.01 -0.10
H -22.8080 5.3240 1.9010 -0.18 0.07 0.19
H -22.2692 6.2994 3.3191 -0.43 0.31 -0.36
H -24.0931 3.8763 3.3292 0.09 -0.44 0.49
H -24.6401 5.4048 3.8367 0.29 0.41 0.28
```
Positions in Å, forces in eV/Å.

Results
- charge = 0
- orbital gap (eV) = 10.238
- ΔE to the lowest compared entry with this formula, charge and spin (eV) = 4.3407

Results of the Mulliken charge analysis, in e, for atoms 1 through 99: Hf 4.67; As 1.82; F -0.46; F -0.09; F -0.50; F -0.50; F -0.43; F -0.47; As 1.80; F -0.43; F -0.48; F -0.50; F -0.44; F -0.49; F -0.53; As 2.02; F -0.46; F -0.50; F -0.51; F -0.64; F -0.47; F -0.41; As 1.98; F -0.41; F -0.46; F -0.46; F -0.49; F -0.49; F -0.53; C -1.19; C -0.49; C -0.62; C -0.04; N -0.28; H 0.27; H 0.39; H 0.34; H 0.39; H 0.25; H 0.40; H 0.30; C -0.93; C -0.36; C -0.83; C 0.04; N -0.14; H 0.40; H 0.40; H 0.00; H 0.45; H 0.14; H 0.38; H 0.28; C -0.97; C -0.40; C -0.75; C 0.08; N -0.12; H 0.01; H 0.38; H 0.37; H 0.17; H 0.42; H 0.28; H 0.44; C -0.87; C -0.53; C -0.79; C 0.03; N -0.34; H 0.06; H 0.34; H 0.37; H 0.25; H 0.43; H 0.43; H 0.28; C -0.89; C -0.54; C -0.79; C 0.32; N -0.34; H 0.40; H 0.34; H 0.02; H 0.39; H 0.28; H 0.38; H 0.29; C -0.90; C -0.32; C -0.82; C 0.10; N -0.22; H 0.04; H 0.40; H 0.29; H 0.39; H 0.14

=====

3.
This record from OMol25 describes one molecule with the formula C29H22NO2P. The level of theory is ωB97M-V/def2-TZVPD.

Geometry as XYZ:
```
55
Properties=species:S:1:pos:R:3:forces:R:3
N -0.7014 -2.1490 2.2241 -0.10 1.51 -1.35
C -0.7667 -1.2462 1.4912 -0.37 -1.10 1.41
C -0.8682 -0.0575 0.6221 -2.11 -1.11 -0.32
C 0.4325 0.6918 0.6685 1.06 0.52 0.19
C 1.5873 -0.2373 0.4455 1.50 0.07 0.70
C 2.6088 -0.3416 1.3303 -1.98 -0.03 -0.91
C 3.8765 -1.0065 1.0922 1.36 -0.89 -0.08
C 4.3051 -1.4516 -0.1851 -0.30 0.24 0.57
C 5.5180 -2.1308 -0.3279 -0.21 0.16 0.26
C 6.3280 -2.3711 0.7927 -0.24 0.25 0.05
C 5.9348 -1.8924 2.0474 0.01 0.00 -0.39
C 4.7292 -1.2102 2.1897 0.12 -0.18 -0.15
O 2.4965 0.0944 2.6203 -0.02 0.74 0.34
C 1.5108 1.0009 2.9462 0.73 -0.04 -0.18
C 1.6198 1.5673 4.2219 -0.27 0.04 -0.33
C 0.7284 2.5677 4.5721 -0.14 -0.19 0.06
C -0.2580 2.9713 3.6708 -0.15 0.10 -0.37
C -0.3548 2.3877 2.4109 0.51 -0.19 0.24
C 0.5557 1.3964 2.0218 -0.37 -0.08 0.00
P -1.3706 -0.7202 -1.0736 1.19 -0.29 -0.11
O -0.3432 -1.7275 -1.4824 -0.79 0.42 -0.11
C -3.0768 -1.3390 -1.2333 -0.48 -0.20 0.14
C -4.1888 -0.4800 -1.2002 -0.01 -0.27 -0.11
C -5.4480 -0.9348 -1.6070 0.23 0.03 0.15
C -5.6114 -2.2527 -2.0431 0.33 0.02 0.14
C -4.5155 -3.1234 -2.0511 -0.17 0.24 0.09
C -3.2613 -2.6744 -1.6345 0.17 0.15 0.02
C -1.4287 0.7626 -2.1169 -0.34 0.01 -0.07
C -1.5805 2.0616 -1.6211 0.04 -0.08 -0.39
C -1.5775 3.1419 -2.5081 -0.09 -0.17 0.08
C -1.5045 2.9089 -3.8831 0.01 -0.09 0.14
C -1.4645 1.6018 -4.3831 0.00 0.10 0.19
C -1.4201 0.5268 -3.4994 0.07 0.29 0.08
H -1.7022 0.5819 0.9605 0.22 -0.31 0.17
H 0.4435 1.4485 -0.1295 -0.09 -0.12 0.16
H 1.6155 -0.8581 -0.4425 0.02 0.42 -0.13
H 3.6572 -1.2316 -1.0407 0.43 -0.23 0.22
H 5.8407 -2.4609 -1.3176 -0.13 0.08 0.33
H 7.2729 -2.9030 0.6815 -0.25 0.13 0.01
H 6.5667 -2.0323 2.9254 -0.12 -0.04 -0.29
H 4.4432 -0.8357 3.1692 0.04 -0.16 -0.26
H 2.4048 1.2276 4.8952 -0.19 0.05 -0.20
H 0.7746 3.0175 5.5628 0.04 -0.05 -0.26
H -0.9482 3.7636 3.9324 0.01 -0.05 0.10
H -1.1257 2.6919 1.7034 0.10 0.08 0.22
H -4.0649 0.5530 -0.8741 -0.07 -0.18 -0.16
H -6.2994 -0.2506 -1.5931 0.27 -0.23 0.02
H -6.5944 -2.6025 -2.3609 0.29 0.10 0.04
H -4.6412 -4.1525 -2.3935 0.07 0.31 0.16
H -2.4052 -3.3510 -1.6391 -0.18 0.25 -0.06
H -1.7292 2.2252 -0.5526 0.23 0.08 -0.30
H -1.6415 4.1570 -2.1098 -0.01 -0.29 -0.23
H -1.4914 3.7545 -4.5676 -0.04 -0.18 0.10
H -1.4691 1.4217 -5.4587 0.04 0.09 0.30
H -1.3975 -0.4993 -3.8687 0.13 0.25 0.08
```
Positions in Å, forces in eV/Å.

Results
- charge = 0
- orbital gap (eV) = 8.325
- structure (SMILES) = N#C[C@@H]([C@@H]1C=C(c2ccccc2)Oc2ccccc21)P(=O)(c1ccccc1)c1ccccc1

Charge distribution, natural (NBO) scheme, values in e: N -0.30; C 0.29; C -0.65; C -0.26; C -0.28; C 0.30; C -0.02; C -0.20; C -0.21; C -0.21; C -0.21; C -0.21; O -0.50; C 0.38; C -0.25; C -0.20; C -0.23; C -0.18; C -0.11; P 1.93; O -1.08; C -0.35; C -0.20; C -0.22; C -0.19; C -0.21; C -0.19; C -0.45; C -0.20; C -0.21; C -0.19; C -0.23; C -0.11; H 0.26; H 0.24; H 0.26; H 0.22; H 0.22; H 0.21; H 0.21; H 0.23; H 0.23; H 0.22; H 0.22; H 0.20; H 0.22; H 0.22; H 0.22; H 0.22; H 0.25; H 0.21; H 0.22; H 0.22; H 0.22; H 0.23

=====

> The lowest orbital gap belongs to which entry?

C29H22NO2P